(1)
{
  "formula": "C2H7N2",
  "method": "wB97M-V/def2-TZVPD",
  "smiles": "C/[NH+]=C/N",
  "charge": 1,
  "de_lowest_ev": 0.697,
  "e_homo_ev": -15.67,
  "spin_multiplicity": 1,
  "symbols": ["C", "H", "H", "N", "H", "H", "H", "C", "N", "H", "H"],
  "xyz": [[-0.2575, 0.7488, -0.0297], [1.1532, 2.2155, 0.2504], [0.3756, -2.5548, 0.2074], [0.4761, -0.3726, -0.0147], [1.4875, -0.2319, -0.0009], [-1.0047, -1.8070, 0.6182], [-0.4917, 2.8561, 0.2547], [-0.2116, -1.6760, -0.1235], [0.1833, 2.0446, 0.0337], [-0.3488, -1.8700, -1.2287], [-1.3614, 0.6473, 0.0331]],
  "mulliken_charge": [0.259, 0.239, 0.322, -0.159, 0.261, 0.345, 0.302, -0.847, -0.365, 0.335, 0.309]
}



(2)
{
  "formula": "C2H7N2O",
  "method": "wB97M-V/def2-TZVPD",
  "smiles": "CCN(N)[O-]",
  "charge": -1,
  "de_lowest_ev": 3.200,
  "e_homo_ev": -1.27,
  "spin_multiplicity": 1,
  "symbols": ["H", "H", "N", "H", "H", "H", "H", "H", "N", "C", "O", "C"],
  "xyz": [[2.3075, -0.3764, 0.6836], [0.6774, -0.6329, 1.4250], [-0.8320, 0.0504, -0.7829], [1.0794, 0.2955, -1.3456], [-1.9693, 0.8690, 0.5212], [-2.2851, -0.7139, 0.2289], [1.3159, -1.5823, 0.1356], [0.6020, 1.3500, 0.0761], [-1.5615, -0.0488, 0.4710], [1.2964, -0.6611, 0.5395], [-1.3311, 1.0560, -1.5426], [0.7004, 0.3945, -0.4098]],
  "mulliken_charge": [0.332, 0.404, -0.218, 0.371, 0.298, 0.283, 0.372, 0.428, -0.676, -1.303, -0.799, -0.491]
}



(3)
{
  "formula": "C2H7N2O",
  "method": "wB97M-V/def2-TZVPD",
  "charge": 1,
  "de_lowest_ev": 6.648,
  "e_homo_ev": [-13.09, -13.38],
  "spin_multiplicity": 1,
  "symbols": ["H", "C", "N", "H", "H", "H", "H", "H", "H", "C", "O", "N"],
  "xyz": [[-3.0496, -0.5801, -0.5071], [1.0594, -0.5770, 0.3350], [2.2444, 0.1629, -0.0606], [2.9601, 0.0653, 0.6310], [2.5951, -0.3201, -0.8956], [1.1498, -1.1545, 1.3056], [1.9017, 1.2375, -0.1769], [-2.2385, 0.9194, -1.1185], [-3.0178, 0.5367, 0.5704], [-2.3451, 0.1402, -0.2359], [-0.0364, -0.0141, -0.1039], [-1.2230, -0.4162, 0.2563]],
  "mulliken_charge": [0.289, -0.138, -0.242, 0.354, 0.382, 0.332, 0.405, 0.320, 0.280, -0.585, 0.042, -0.439]
}



(4)
{
  "formula": "C2H7N2O",
  "method": "wB97M-V/def2-TZVPD",
  "charge": 1,
  "de_lowest_ev": 6.940,
  "e_homo_ev": [-14.20, -14.04],
  "spin_multiplicity": 1,
  "symbols": ["H", "C", "N", "C", "H", "H", "H", "O", "H", "H", "H", "N"],
  "xyz": [[-1.2064, -0.6295, -2.0326], [0.2620, 1.3167, 1.5276], [-0.1746, -0.8473, -2.1398], [0.4694, -0.7739, -1.0813], [0.2286, -1.0380, -3.0225], [-0.3221, 2.0611, 2.0576], [0.1633, 1.4079, 0.4523], [-0.0288, -0.0847, 1.6609], [1.2490, 1.4911, 1.8833], [1.4146, -0.9472, -0.8407], [-1.1660, -1.5266, 0.8074], [-0.8891, -0.4297, 0.7277]],
  "mulliken_charge": [0.327, -0.427, -0.201, -0.136, 0.247, 0.273, 0.271, -0.063, 0.251, 0.450, 0.324, -0.315]
}



(5)
{
  "formula": "C2H7N2O",
  "method": "wB97M-V/def2-TZVPD",
  "smiles": "N[C@]1([NH3+])CO1",
  "charge": 1,
  "de_lowest_ev": 2.951,
  "e_homo_ev": -15.34,
  "spin_multiplicity": 1,
  "symbols": ["H", "H", "C", "H", "H", "O", "H", "N", "H", "H", "N", "C"],
  "xyz": [[-0.3773, 1.8963, 0.4806], [-1.0031, -1.6814, 0.9257], [1.3744, 0.1150, -0.5693], [-1.5025, 0.8907, 1.1415], [-0.3251, -2.1211, -0.5130], [1.2260, -0.0694, 0.8103], [1.6150, 1.1253, -1.0707], [-0.8563, 0.9672, 0.3050], [1.9104, -0.7522, -1.1926], [-1.3133, 1.2244, -0.4955], [-0.7718, -1.3547, -0.0147], [0.0236, -0.2402, 0.1927]],
  "mulliken_charge": [0.377, 0.288, -0.491, 0.376, 0.306, -0.369, 0.246, -0.334, 0.236, 0.332, -0.517, 0.550]
}



(6)
{
  "formula": "C2H7N2O",
  "method": "wB97M-V/def2-TZVPD",
  "charge": 1,
  "de_lowest_ev": 7.161,
  "e_homo_ev": -15.50,
  "spin_multiplicity": 1,
  "symbols": ["H", "C", "H", "N", "O", "H", "H", "H", "H", "N", "H", "C"],
  "xyz": [[0.9261, 1.2495, -1.7412], [0.9872, -0.3313, 0.2812], [-0.5994, 2.0441, -1.4896], [0.0161, 1.2801, -1.3035], [-1.3397, -0.1108, -0.1109], [1.5067, -1.0401, -0.3727], [-0.9394, 1.0267, 2.1791], [-0.5178, -0.8670, 1.4833], [1.7169, 0.4135, 0.5808], [0.4564, -1.1085, 1.4101], [0.6225, -2.0853, 1.1932], [-0.2072, 0.2974, -0.4160]],
  "mulliken_charge": [0.235, -0.438, 0.250, -0.319, -0.467, 0.374, 0.437, 0.195, 0.306, -0.384, 0.327, 0.484]
}



(7)
{
  "formula": "C2H7N2O",
  "method": "wB97M-V/def2-TZVPD",
  "charge": 1,
  "de_lowest_ev": 0.818,
  "e_homo_ev": [-10.37, -15.83],
  "spin_multiplicity": 3,
  "symbols": ["C", "N", "O", "H", "H", "H", "H", "H", "H", "H", "C", "N"],
  "xyz": [[-1.5196, 0.0013, -0.5682], [-2.2962, -0.0135, 0.4556], [0.3939, 0.6900, 0.3265], [-2.7578, 0.8318, 0.7802], [3.3232, -0.5813, -0.1838], [-1.0561, -0.9154, -0.9091], [1.9902, -1.1797, 0.9809], [-2.3889, -0.8297, 1.0527], [1.9021, 1.1431, -0.8323], [-1.4862, 0.8733, -1.2046], [2.3369, -0.4834, 0.2331], [1.5584, 0.4636, -0.1309]],
  "mulliken_charge": [-0.126, -0.176, -0.373, 0.287, 0.320, 0.288, 0.337, 0.282, 0.280, 0.289, -0.512, 0.106]
}



(8)
{
  "formula": "C2H7N2O2",
  "method": "wB97M-V/def2-TZVPD",
  "charge": -1,
  "de_lowest_ev": 0.892,
  "e_homo_ev": -3.82,
  "spin_multiplicity": 1,
  "symbols": ["N", "H", "O", "H", "N", "H", "H", "H", "C", "O", "C", "H", "H"],
  "xyz": [[-1.6825, -1.2584, -0.7294], [-0.5439, 0.1920, -2.4433], [4.2493, -0.0100, 2.8475], [-1.8207, 0.6740, 0.0666], [-0.8645, 0.8266, -1.7158], [2.9093, 1.3341, 2.1866], [-0.0641, 0.8990, -1.0947], [-2.8436, 0.3776, -1.4393], [-1.9182, 0.1823, -0.9034], [2.5304, -0.4767, 1.4375], [3.2659, 0.2550, 2.1423], [-2.4091, -1.6308, -0.1274], [-0.8082, -1.3647, -0.2271]],
  "mulliken_charge": [-0.661, 0.262, -0.645, 0.317, -0.682, 0.231, 0.270, 0.327, -0.306, -0.607, 0.019, 0.218, 0.255]
}



(9)
{
  "formula": "C2H7N2O2",
  "method": "wB97M-V/def2-TZVPD",
  "charge": -1,
  "de_lowest_ev": 0.307,
  "e_homo_ev": -3.97,
  "spin_multiplicity": 1,
  "symbols": ["C", "H", "C", "H", "H", "O", "H", "H", "H", "O", "N", "N", "H"],
  "xyz": [[1.2105, -0.6546, 0.7706], [-0.6027, 1.0211, -1.7557], [-1.2482, 1.4002, -0.9099], [-1.3345, -0.5264, -0.0930], [-2.6805, 0.0024, -1.0532], [0.1295, -1.3011, 0.4738], [-1.9580, 2.1683, -1.2818], [-0.5839, 1.8323, -0.1615], [2.2943, -2.4495, 1.1028], [1.3564, 0.5686, 0.6714], [2.3234, -1.4366, 1.1082], [-1.9909, 0.2437, -0.3315], [3.0847, -0.8683, 1.4599]],
  "mulliken_charge": [0.617, 0.186, -0.599, 0.432, 0.173, -0.863, 0.309, 0.181, 0.178, -0.707, -0.453, -0.651, 0.198]
}



(10)
{
  "formula": "C2H7N2OS",
  "method": "wB97M-V/def2-TZVPD",
  "charge": 1,
  "de_lowest_ev": 0.416,
  "e_homo_ev": -13.98,
  "spin_multiplicity": 1,
  "symbols": ["O", "H", "S", "H", "N", "H", "H", "C", "H", "H", "C", "N", "H"],
  "xyz": [[-2.1970, -1.3287, -0.2786], [1.9737, -0.1488, 0.9027], [-2.2416, 0.2914, -0.0022], [0.8221, 1.7364, 0.7287], [-0.0191, 1.7048, 0.2446], [2.0631, 0.1494, -0.7901], [-0.2825, -1.3394, -0.3958], [-0.5037, 0.4987, 0.0665], [-0.5083, 2.5408, 0.1168], [-3.1318, -1.5526, -0.3318], [1.6763, -0.5074, -0.0469], [0.1866, -0.5600, 0.0192], [2.1623, -1.4846, -0.2328]],
  "mulliken_charge": [-0.484, 0.383, 0.148, 0.183, -0.369, 0.398, 0.308, 0.737, 0.210, 0.366, -1.058, -0.163, 0.340]
}



(11)
{
  "formula": "C2H7N2S",
  "method": "wB97M-V/def2-TZVPD",
  "charge": -1,
  "de_lowest_ev": 0.776,
  "e_homo_ev": -2.87,
  "spin_multiplicity": 1,
  "symbols": ["H", "C", "C", "N", "H", "H", "H", "S", "H", "H", "H", "N"],
  "xyz": [[-2.3294, -0.7613, 0.7218], [1.3897, -0.8288, -0.7442], [-2.2962, 0.3331, 0.6613], [2.0789, -1.6025, -1.5681], [2.8549, -1.8861, -0.9615], [-3.0534, 0.6750, 1.3694], [1.2371, -1.1243, 0.3002], [-0.7088, 0.9571, 1.3900], [0.0731, 0.7108, -0.4499], [0.5630, 0.1047, -2.1989], [-2.3362, 0.5505, -0.4142], [0.6516, 0.1872, -1.1980]],
  "mulliken_charge": [0.190, 0.207, -0.731, -0.798, 0.193, 0.222, 0.282, -0.685, 0.013, 0.249, 0.230, -0.373]
}



(12)
{
  "formula": "C2H7N2S",
  "method": "wB97M-V/def2-TZVPD",
  "charge": -1,
  "de_lowest_ev": 1.639,
  "e_homo_ev": -2.76,
  "spin_multiplicity": 1,
  "symbols": ["H", "H", "N", "H", "S", "C", "H", "H", "H", "N", "C", "H"],
  "xyz": [[1.4479, -1.5134, 0.8118], [-0.7403, 1.5407, -0.3547], [-1.6208, 1.0256, -2.1508], [-1.9522, -1.1144, -0.8025], [0.5008, 0.3449, 2.0786], [-1.3862, 0.8080, -0.8692], [-0.7778, -0.5656, 0.4725], [-0.6706, 1.1639, -2.4979], [2.3204, 0.0542, 0.4454], [-1.4794, -0.3956, -0.2767], [1.7928, -0.5351, 1.2009], [2.5655, -0.8131, 1.9425]],
  "mulliken_charge": [0.232, 0.302, -0.857, 0.289, -0.690, 0.302, 0.005, 0.189, 0.198, -0.417, -0.791, 0.239]
}



(13)
{
  "formula": "C2H7N2S3",
  "method": "wB97M-V/def2-TZVPD",
  "smiles": "S[C@H]1[NH2+]CN(S)S1",
  "charge": 1,
  "de_lowest_ev": 1.142,
  "e_homo_ev": -13.29,
  "spin_multiplicity": 1,
  "symbols": ["H", "H", "C", "C", "H", "H", "S", "H", "N", "H", "N", "H", "S", "S"],
  "xyz": [[-1.0738, 1.5115, -0.4733], [1.7681, -1.2374, 1.7063], [-0.8040, -0.7942, -0.5045], [0.9810, 1.0612, -0.4667], [1.3273, 1.7773, 0.2735], [-1.6501, -2.9140, 0.2442], [0.7302, -1.2924, -1.4194], [-1.7430, -0.7310, -1.1251], [-0.5324, 0.7080, -0.0669], [0.9763, 1.4832, -1.4793], [1.7013, -0.1268, -0.3745], [-0.5103, 0.8116, 0.9569], [-1.2895, -1.7364, 0.9706], [2.7235, -0.7098, 0.8937]],
  "mulliken_charge": [0.346, 0.151, -0.208, -0.434, 0.375, 0.227, 0.068, 0.479, -0.349, 0.317, -0.182, 0.384, -0.175, 0.001]
}



(14)
{
  "formula": "C2H7N3",
  "method": "wB97M-V/def2-TZVPD",
  "smiles": "[H]/N=C(\\N)CN",
  "de_lowest_ev": 1.158,
  "e_homo_ev": -9.24,
  "spin_multiplicity": 1,
  "symbols": ["H", "H", "H", "C", "N", "H", "N", "C", "N", "H", "H", "H"],
  "xyz": [[-2.1191, 1.2656, -0.3138], [1.1298, -0.0881, 1.7137], [-2.1594, -0.9372, -0.5233], [-0.5209, 0.0229, -0.3098], [-1.1237, 1.2280, -0.5103], [1.4728, 0.9262, -0.4824], [-1.1698, -1.1034, -0.3296], [1.0439, -0.0661, -0.3266], [1.4992, -0.6263, 0.9347], [1.3323, -0.7098, -1.1606], [-0.4649, 1.6422, 0.2835], [1.0799, -1.5540, 1.0245]],
  "mulliken_charge": [0.274, 0.238, 0.202, 0.461, -0.539, 0.343, -0.654, -0.587, -0.602, 0.287, 0.274, 0.303]
}



(15)
{
  "formula": "C2H7N3",
  "method": "wB97M-V/def2-TZVPD",
  "smiles": "[H]/N=C/NNC",
  "de_lowest_ev": 2.621,
  "e_homo_ev": -8.31,
  "spin_multiplicity": 1,
  "symbols": ["H", "N", "H", "C", "C", "H", "H", "H", "H", "N", "N", "H"],
  "xyz": [[2.5924, -1.1850, -0.1053], [0.2638, 1.0753, -0.2789], [-1.4740, -1.4502, 0.1041], [1.4655, 0.4547, 0.0602], [-1.5965, -0.3903, 0.2058], [-2.6336, -0.3169, -0.1429], [-1.3508, -0.0500, 1.1423], [-0.1854, -0.5187, -1.0464], [-0.0143, 1.9983, 0.1310], [1.7136, -0.8006, -0.2782], [-0.7407, 0.2623, -0.7287], [1.9599, 0.9211, 0.9370]],
  "mulliken_charge": [0.195, -0.153, 0.302, 0.058, -0.822, 0.258, 0.365, 0.371, 0.279, -0.679, -0.503, 0.329]
}



(16)
{
  "formula": "C2H7N3",
  "method": "wB97M-V/def2-TZVPD",
  "smiles": "[H]/N=C/N(C)N",
  "de_lowest_ev": 1.625,
  "e_homo_ev": -8.70,
  "spin_multiplicity": 1,
  "symbols": ["H", "H", "H", "H", "H", "C", "H", "N", "H", "N", "C", "N"],
  "xyz": [[1.0709, -1.5053, -0.1712], [-1.0112, -1.7074, -0.0950], [-2.1141, -0.3318, -0.6547], [-1.6221, -0.4476, 1.0417], [-0.3621, 1.6977, 0.8792], [1.1463, -0.4353, -0.1302], [2.9595, -0.4926, 0.0928], [2.2194, 0.2167, 0.0025], [-0.8231, 1.9607, -0.6563], [-0.0825, 0.1501, -0.2671], [-1.2716, -0.6236, 0.0230], [-0.1095, 1.5185, -0.0645]],
  "mulliken_charge": [0.225, 0.277, 0.239, 0.287, 0.207, 0.138, 0.251, -0.594, 0.260, 0.126, -0.766, -0.649]
}



(17)
{
  "formula": "C2H7N3",
  "method": "wB97M-V/def2-TZVPD",
  "smiles": "C=NN.C=N",
  "de_lowest_ev": 3.176,
  "e_homo_ev": -8.41,
  "spin_multiplicity": 1,
  "symbols": ["N", "H", "H", "C", "H", "H", "H", "N", "H", "C", "N", "H"],
  "xyz": [[-1.3737, -0.4798, 0.3126], [-3.2199, -1.0209, -0.2402], [2.2949, 1.0050, 0.3385], [2.2882, -0.0210, -0.0238], [3.1280, -0.6344, 0.3204], [0.3741, 0.2465, 1.0936], [-2.8607, 0.7921, -0.4259], [-0.5012, 0.5760, 0.7061], [1.6387, -1.3218, -1.3320], [-2.5151, -0.2089, -0.1552], [1.4414, -0.4231, -0.8925], [-0.6945, 1.4901, 0.2982]],
  "mulliken_charge": [-0.276, 0.259, 0.371, -0.455, 0.248, 0.284, 0.213, -0.366, 0.202, -0.306, -0.377, 0.202]
}



(18)
{
  "formula": "C2H7N3O",
  "method": "wB97M-V/def2-TZVPD",
  "smiles": "[H]/N=C/N.NC=O",
  "de_lowest_ev": 1.061,
  "e_homo_ev": -9.23,
  "spin_multiplicity": 1,
  "symbols": ["O", "N", "H", "H", "C", "N", "H", "N", "H", "H", "H", "H", "C"],
  "xyz": [[-1.6314, -0.9447, -1.1683], [1.3113, 0.2789, 1.2265], [-0.6647, 0.6881, 0.8277], [1.9047, -0.7785, -1.6981], [-2.1153, -0.3811, -0.2041], [-1.6396, 0.6485, 0.5262], [2.8993, 0.2334, -0.0521], [1.2749, -0.6301, -0.9314], [1.9228, 0.9244, 1.7058], [-3.1931, -0.5010, 0.0222], [0.3169, -0.9429, -1.0877], [-2.2389, 1.4286, 0.7317], [1.8531, -0.0235, 0.1016]],
  "mulliken_charge": [-0.613, -0.729, 0.222, 0.200, 0.090, -0.261, 0.305, -0.284, 0.188, 0.312, 0.232, 0.227, 0.112]
}



(19)
{
  "formula": "C2H7N3O",
  "method": "wB97M-V/def2-TZVPD",
  "smiles": "[H]/N=C/N.NC=O",
  "de_lowest_ev": 0.942,
  "e_homo_ev": -9.21,
  "spin_multiplicity": 1,
  "symbols": ["N", "H", "N", "C", "H", "O", "H", "N", "H", "H", "C", "H", "H"],
  "xyz": [[-0.1702, -0.3053, -1.7564], [1.8304, 2.1006, 1.7899], [-1.0412, -1.3066, 0.0965], [1.2206, 1.4652, 1.1091], [0.2165, -0.3748, -2.6816], [1.2897, 1.5892, -0.0945], [-0.0751, -0.0901, 1.2506], [0.3992, 0.6399, 1.7887], [-1.2525, -1.9656, -1.9618], [-0.0378, 1.0860, 2.5831], [-0.9453, -1.2812, -1.1844], [0.4529, 0.2930, -1.2130], [-1.8873, -1.8501, 0.2739]],
  "mulliken_charge": [-0.329, 0.356, -0.641, 0.035, 0.250, -0.636, 0.323, -0.320, 0.314, 0.238, 0.026, 0.208, 0.175]
}



(20)
{
  "formula": "C2H7N3O",
  "method": "wB97M-V/def2-TZVPD",
  "smiles": "[H]/N=C(/CO)NN",
  "de_lowest_ev": 5.758,
  "e_homo_ev": -9.73,
  "spin_multiplicity": 1,
  "symbols": ["H", "N", "O", "H", "H", "C", "C", "H", "H", "H", "N", "N", "H"],
  "xyz": [[-1.3919, 2.2491, 0.8407], [0.3439, -1.3058, -1.6366], [1.8474, -1.3508, 0.8033], [0.3123, -0.3684, 1.8215], [2.3184, -1.6876, -0.2525], [0.0428, -0.4640, -0.6667], [0.7552, -0.4001, 0.6549], [-1.6060, 0.8549, -1.1311], [1.0471, 0.5785, 0.5514], [-0.0429, -0.8541, -2.5551], [-1.0227, 1.1829, 0.8120], [-0.7038, 0.8484, -0.6098], [-1.8998, 0.7170, 1.3679]],
  "mulliken_charge": [0.273, -0.662, -0.614, 0.264, 0.359, 0.484, -0.419, 0.277, 0.390, 0.230, -0.587, -0.271, 0.275]
}